A molecular structure, C16H30N2OOsP2S, computed with ωB97M-V/def2-TZVPD.

```
53
Properties=species:S:1:pos:R:3:mulliken_charge:R:1
Os -0.35012 0.19481 0.30964 0.55
P -2.35216 0.62583 -0.39646 0.74
P 2.14057 -0.40039 1.15614 0.87
N 0.14661 -0.94131 -0.97473 -0.16
H -1.25619 0.91029 1.13775 -0.19
C -2.35046 1.86282 -1.66704 -0.84
H -3.39327 2.08191 -1.89297 0.44
H -1.85085 1.46973 -2.55375 0.32
H -1.83010 2.76124 -1.33867 -0.01
C -3.51249 1.08784 0.91767 -1.24
H -4.39758 1.45986 0.39682 0.47
H -3.05879 1.87628 1.53173 0.35
H -3.72986 0.21263 1.54662 0.35
C -3.09916 -0.85140 -1.15503 -1.28
H -4.14315 -0.59275 -1.36404 0.47
H -3.06001 -1.72036 -0.48556 0.29
H -2.57607 -1.09695 -2.08715 0.34
C 3.46626 0.52657 0.38006 -1.34
H 4.43997 0.14233 0.67844 0.47
H 3.37923 1.57654 0.64225 0.29
H 3.38836 0.45335 -0.70195 0.31
C 2.40736 -0.25780 2.95712 -1.25
H 3.44809 -0.51900 3.19674 0.44
H 1.72178 -0.92851 3.49407 0.30
H 2.20928 0.77231 3.27609 0.24
C 2.56735 -2.13804 0.79757 -1.20
H 3.56547 -2.37639 1.18491 0.47
H 2.56097 -2.30154 -0.28357 0.30
H 1.83859 -2.81529 1.25226 0.29
C 0.19951 -1.91850 -1.86522 -0.43
C 0.53256 -2.72592 -4.18333 -0.56
C 0.52572 -1.69309 -3.25500 -0.30
C -0.12353 -3.28126 -1.52364 0.37
C -0.11881 -4.31725 -2.45658 -0.67
C 0.20936 -4.03922 -3.79711 -0.31
H 0.79188 -2.54720 -5.24119 0.33
H 0.78243 -0.68348 -3.57497 0.41
H -0.38569 -3.48607 -0.48650 0.35
H -0.36830 -5.33804 -2.13412 0.35
H 0.20984 -4.86247 -4.52673 0.33
C 0.55739 3.10974 1.06058 0.94
O 1.06448 2.29859 0.22937 -0.54
C -0.10090 4.25107 0.41729 -0.95
H -0.59189 4.92478 1.12547 0.36
H -0.79156 3.91062 -0.38652 -0.01
H 0.83495 4.62953 -0.02880 0.31
C 0.89287 3.02211 2.50491 -0.98
H 1.99370 2.98409 2.42412 0.27
H 0.52988 2.15673 3.09320 0.02
H 0.55370 3.91912 3.03962 0.47
S -1.02831 -1.37378 2.00717 -0.38
C -1.20936 -0.39562 3.37426 0.42
N -1.27953 0.38087 4.22878 -0.61
```

**HOMO (spin up / spin down)**: -5.7 / -7.3 eV
**Kohn-Sham gap (spin up / spin down)**: 5.982 / 6.166 eV
**2S+1**: 5
**⟨S²⟩**: 6.0552
**E_tot**: -1983.7865 Ha

=====

7 unconnected molecules or ions with the total composition C16H30N7O2S, computed with ωB97M-V/def2-TZVPD.

```
56
Properties=species:S:1:pos:R:3:mulliken_charge:R:1
C -0.83914 -3.09922 1.09766 -1.05
C -0.66712 -1.55802 1.21860 -0.06
O -1.21744 -0.82615 0.12245 -0.33
C -0.35737 -0.93112 -0.99361 -0.83
C -0.89804 -0.07196 -2.16402 -0.12
O 0.07010 0.20514 -3.21384 -0.28
S 1.09976 -1.03990 -3.48221 0.38
N 2.63174 -0.56209 -2.89450 -0.44
H -1.80031 -3.38209 0.64142 0.29
H -0.03656 -3.46428 0.42069 0.38
H -0.65465 -3.61628 2.06943 0.15
H -1.11669 -1.14875 2.14584 0.20
H 0.42351 -1.33865 1.29099 0.29
H -0.36445 -2.00372 -1.28321 0.59
H 0.65263 -0.58966 -0.67583 0.47
H -1.20908 0.91070 -1.76657 -0.01
H -1.80482 -0.55489 -2.57054 0.28
H 1.24660 -1.19918 -4.84729 0.28
H 2.53651 0.43839 -2.68939 0.32
H 2.81575 -1.04246 -2.01113 0.36
C -4.92284 -0.30777 2.86183 -0.63
C -3.70253 -0.84685 3.45644 0.50
N -2.76191 -1.27070 3.96068 -0.48
H -4.95779 0.77501 2.94592 0.01
H -4.99926 -0.55451 1.80213 0.29
H -5.81151 -0.70209 3.35336 0.32
C -0.67906 2.96143 -0.58969 -0.02
C -1.29571 4.11926 0.05256 0.09
N -1.78056 5.03644 0.54233 -0.40
H 0.40104 3.07288 -0.68417 0.07
H -0.86433 2.04732 -0.02290 0.06
H -1.07868 2.81136 -1.59349 0.29
C 5.98556 -1.67974 -4.96064 -0.64
C 6.34787 -2.49108 -3.80281 0.31
N 6.62882 -3.12280 -2.88841 -0.33
H 6.71300 -0.88865 -5.14110 0.27
H 5.92787 -2.28001 -5.86864 0.27
H 5.01370 -1.20628 -4.81833 0.13
C 3.89530 4.61547 -1.06828 -0.86
C 3.29568 3.28820 -1.16043 0.38
N 2.82841 2.24254 -1.22917 -0.43
H 4.72283 4.72444 -1.76885 0.30
H 3.16723 5.39478 -1.29322 0.30
H 4.28291 4.80487 -0.06759 0.30
C -4.74596 3.71010 1.22123 -0.71
C -5.63134 2.88183 2.03216 0.40
N -6.30235 2.20329 2.66962 -0.44
H -4.86500 3.49446 0.15933 0.29
H -4.95011 4.77051 1.36494 0.32
H -3.70016 3.54211 1.47333 0.13
C 0.11880 -4.33722 4.96749 -0.69
C 1.45253 -4.46494 4.38254 0.39
N 2.49423 -4.56029 3.91243 -0.39
H 0.15785 -4.37272 6.05581 0.31
H -0.35523 -3.39488 4.68846 0.15
H -0.54018 -5.14158 4.64018 0.27
```

**HOMO**: -13.2 eV
**Kohn-Sham gap**: 8.893 eV
**2S+1**: 1
**Total charge**: +1
**E_tot**: -1559.1983 Ha

=====

5 unconnected molecules or ions with the total composition C16H30NO12PSSi, computed with ωB97M-V/def2-TZVPD.

```
62
Properties=species:S:1:pos:R:3:mulliken_charge:R:1
C 0.30230 7.92544 3.16035 -1.47
C 1.07268 6.89825 2.37303 0.50
C 0.86643 6.94428 0.87547 -0.48
O 1.14356 5.59507 0.49730 -0.26
C 0.84928 4.80270 1.56017 0.56
O 0.79327 3.61940 1.52115 -0.43
O 0.62670 5.56474 2.66783 -0.36
H 0.46876 7.79194 4.22881 0.36
H 0.61669 8.93182 2.88270 0.38
H -0.76924 7.82388 2.98309 0.35
H 2.13751 6.95319 2.61863 0.25
H 1.53857 7.63001 0.36539 0.30
H -0.16695 7.17508 0.60235 0.29
C -4.71107 4.36506 -3.47590 -1.47
C -3.66005 3.38310 -3.03035 0.52
C -4.06717 2.47279 -1.89319 -0.51
O -2.80329 2.16083 -1.29789 -0.30
C -1.96778 3.20546 -1.54701 0.55
O -0.90306 3.34630 -1.04329 -0.46
O -2.52548 4.05090 -2.45089 -0.34
H -4.32108 5.01175 -4.26107 0.36
H -5.58439 3.83840 -3.86114 0.38
H -5.01673 5.00640 -2.64826 0.35
H -3.30021 2.79994 -3.88310 0.26
H -4.56969 1.56634 -2.22132 0.30
H -4.68346 2.98285 -1.14849 0.30
C 0.58521 -4.98793 -1.61720 -1.31
C 0.73736 -3.50288 -1.81381 0.61
C 0.23906 -2.96039 -3.13377 -0.48
O 1.04247 -1.78278 -3.29400 -0.32
C 2.20313 -1.99825 -2.63117 0.50
O 3.16299 -1.29630 -2.70290 -0.54
O 2.12421 -3.11273 -1.87336 -0.31
H 1.01710 -5.28652 -0.67596 0.17
H -0.46852 -5.26766 -1.62661 0.39
H 1.10807 -5.53769 -2.40118 0.36
H 0.28041 -2.96415 -0.97767 0.24
H -0.81714 -2.70299 -3.12723 0.30
H 0.44571 -3.63570 -3.96768 0.32
C -0.93467 -8.07004 4.15789 -1.45
C -0.07303 -7.25068 3.23440 0.51
C -0.74859 -6.04613 2.62017 -0.52
O -0.00263 -5.87762 1.40772 -0.26
C 0.47328 -7.09780 1.04911 0.67
O 0.98069 -7.35252 0.00437 -0.51
O 0.28848 -7.98927 2.05240 -0.37
H -0.38883 -8.94205 4.51590 0.35
H -1.24177 -7.47480 5.01787 0.38
H -1.82251 -8.43291 3.63850 0.35
H 0.85328 -6.96036 3.73818 0.25
H -0.68684 -5.15156 3.23426 0.31
H -1.79200 -6.23897 2.35909 0.30
N 5.45543 0.93467 0.60389 -0.78
P 4.33755 0.73497 -0.50857 0.44
Si 2.30558 0.35293 0.43223 0.47
S 0.93473 1.81015 -0.33473 0.08
H 6.17087 0.22316 0.51291 0.21
H 4.62542 -0.38099 -1.29945 0.05
H 4.15653 1.86068 -1.34391 0.04
H 2.36654 0.46521 1.89999 -0.15
H 1.81349 -0.97574 -0.00998 -0.21
H -0.09714 1.04976 -0.71413 -0.02
```

**HOMO**: -7.1 eV
**SMILES string**: C[C@@H]1COC(=O)O1.C[C@@H]1COC(=O)O1.C[C@@H]1COC(=O)O1.C[C@@H]1COC(=O)O1.N=[PH2][SiH2]S
**Kohn-Sham gap**: 7.556 eV
**2S+1**: 1
**E_tot**: -2614.3276 Ha

=====

A molecular structure, C16H30NOPV, computed with ωB97M-V/def2-TZVPD.

```
50
Properties=species:S:1:pos:R:3:mulliken_charge:R:1
C -2.46333 0.33962 -3.30305 -0.75
C -2.26717 -0.92454 -2.67056 -1.04
C -1.50048 -0.96776 -1.47924 0.94
C -0.96698 0.21091 -0.99842 0.82
C -1.18078 1.45245 -1.57715 0.82
C -1.94752 1.54064 -2.74670 -0.88
C -1.32154 -2.26694 -0.75262 -0.81
C 0.10157 -2.78743 -0.57897 -0.92
N 1.12412 -1.72028 -0.34580 0.60
V 0.25699 -0.12444 0.74314 -0.60
C -0.50201 2.62120 -0.97903 -1.31
P 1.14413 2.01090 -0.29484 1.03
H -2.67232 -1.84340 -3.06698 0.45
H -2.07273 2.50165 -3.24128 0.42
H -3.01391 0.35479 -4.25284 0.35
H -1.00501 3.00561 -0.07557 0.41
H -0.32386 3.41996 -1.70309 0.50
H -1.80063 -2.30001 0.24417 0.15
H -1.80215 -3.01324 -1.37705 0.51
H 0.14969 -3.45851 0.29596 0.37
C 1.85064 3.41089 0.63512 -1.11
C 2.08416 2.13701 -1.90504 -1.53
H 0.44426 -3.32128 -1.48681 0.49
C 1.69396 -1.26877 -1.62801 -1.41
C 2.21533 -2.30638 0.45258 -1.16
H 0.01874 1.28978 1.37621 -0.16
H 2.14464 -2.17559 -2.05230 0.51
H 0.91397 -0.88738 -2.29653 0.36
H 2.45901 -0.50598 -1.46683 0.32
H 2.74833 -3.04132 -0.17963 0.38
H 2.86133 -1.49695 0.76412 0.27
H 1.77383 -2.76279 1.35627 0.34
H 2.11939 3.17360 -2.29911 0.44
H 3.11331 1.79193 -1.71382 0.43
H 1.66166 1.49381 -2.69979 0.33
H 1.98962 4.31532 0.01440 0.38
H 1.16118 3.59926 1.47740 0.34
H 2.82055 3.04884 1.02429 0.36
H 1.54138 0.46628 1.56232 -0.07
C -0.15968 -0.22469 4.06789 -1.17
C -1.12783 -0.99949 3.18315 0.41
C -2.41138 -0.21464 2.88329 -1.14
O -0.47469 -1.46752 2.05110 -0.56
H 0.10643 0.72288 3.58518 0.10
H 0.78136 -0.78384 4.17671 0.25
H -0.61907 -0.05338 5.05268 0.44
H -1.45321 -1.90467 3.75941 0.27
H -2.18063 0.72902 2.36633 0.11
H -3.09008 -0.81168 2.25978 0.28
H -2.92263 -0.00351 3.83954 0.46
```

**HOMO (spin up / spin down)**: -7.4 / -8.3 eV
**Kohn-Sham gap (spin up / spin down)**: 7.981 / 5.861 eV
**2S+1**: 4
**⟨S²⟩**: 3.7705
**E_tot**: -2042.8334 Ha